{
  "formula": "C3H7ClO",
  "method": "ωB97M-V/def2-TZVPD",
  "total_energy_ev": -17794.031,
  "total_charge": 0,
  "e_homo_ev": -10.39,
  "orbital_gap_ev": 11.265,
  "relative_energy_kcal_mol": 0.0,
  "smiles": "OCCCCl",
  "symbols": ["Cl", "O", "C", "C", "C", "H", "H", "H", "H", "H", "H", "H"],
  "positions_angstrom": [[-0.70584, 2.77696, -0.99785], [1.15674, -1.93744, 0.02075], [-0.86982, 1.25940, -0.08145], [0.27791, 0.23454, -0.38530], [0.11461, -1.07008, 0.36466], [1.28996, 0.61353, -0.18105], [1.84702, -1.68587, 0.60958], [-0.78147, -1.61869, 0.00687], [-1.79596, 0.81634, -0.34173], [0.07626, -0.97285, 1.50153], [0.32890, 0.08484, -1.50378], [-0.93831, 1.49932, 0.98777]],
  "mulliken_charge": [-0.21, -0.50, -0.47, -0.39, -0.51, 0.31, 0.30, 0.28, 0.32, 0.29, 0.26, 0.33]
}

{
  "formula": "C3H7ClO2",
  "method": "ωB97M-V/def2-TZVPD",
  "total_energy_ev": -19840.345,
  "total_charge": 0,
  "e_homo_ev": -8.53,
  "orbital_gap_ev": 9.270,
  "relative_energy_kcal_mol": 45.2,
  "symbols": ["Cl", "O", "O", "C", "C", "C", "H", "H", "H", "H", "H", "H", "H"],
  "positions_angstrom": [[-2.05138, 0.05450, 1.05918], [-0.00309, 2.20849, -0.97655], [-1.39979, 0.52530, -1.76579], [0.26411, -1.35825, 0.75512], [-0.32283, 0.01483, 0.75726], [-0.23047, 0.88619, -1.20066], [0.63402, 0.41981, -1.65488], [1.33745, -1.27702, 0.59436], [0.17464, 0.74761, 1.38365], [0.09740, -1.86188, 1.71118], [-2.11487, 0.54905, -1.09641], [-0.82010, 2.64591, -0.69318], [-0.17038, -1.96950, -0.03378]],
  "mulliken_charge": [-0.26, -0.46, -0.43, -1.10, -0.04, -0.04, 0.37, 0.31, 0.36, 0.36, 0.34, 0.33, 0.29]
}

{
  "formula": "C3H7ClO2S",
  "method": "ωB97M-V/def2-TZVPD",
  "total_energy_ev": -30675.569,
  "total_charge": 0,
  "e_homo_ev": -8.43,
  "orbital_gap_ev": 8.927,
  "relative_energy_kcal_mol": 14.1,
  "smiles": "O=CCl.CCSO",
  "symbols": ["Cl", "S", "O", "O", "C", "C", "C", "H", "H", "H", "H", "H", "H", "H"],
  "positions_angstrom": [[-4.50347, -1.08308, 0.61398], [1.83996, 0.76614, 1.16214], [1.13864, 2.03255, 0.34208], [-2.45530, 0.07758, 1.89748], [-2.95112, -0.24007, 0.88790], [1.49671, -0.50541, -1.35923], [0.94162, -0.48224, 0.06346], [2.52330, -0.45595, -1.35162], [1.10531, -1.46185, -1.92783], [1.17658, 0.39710, -1.91921], [1.13284, -1.40613, 0.57025], [-2.53589, 0.02546, -0.09793], [-0.16163, -0.35089, 0.09314], [1.25245, 2.68681, 1.02538]],
  "mulliken_charge": [-0.17, 0.02, -0.43, -0.32, 0.21, -1.03, -0.06, 0.36, 0.28, 0.30, 0.39, 0.26, -0.12, 0.31]
}